(1)
{
  "formula": "C33H48CoN9OS2",
  "method": "the ωB97M-V functional and the def2-TZVPD basis",
  "elements": ["Co", "S", "C", "N", "C", "C", "N", "C", "C", "C", "C", "C", "C", "C", "C", "S", "C", "C", "C", "C", "C", "C", "C", "H", "H", "H", "H", "H", "H", "H", "H", "H", "H", "H", "H", "H", "H", "H", "H", "H", "H", "N", "C", "O", "C", "C", "H", "H", "H", "H", "H", "H", "C", "N", "C", "C", "N", "C", "C", "N", "C", "C", "N", "C", "N", "C", "C", "C", "N", "C", "H", "H", "H", "H", "H", "H", "H", "H", "H", "H", "H", "H", "H", "H", "H", "H", "H", "H", "H", "H", "H", "H", "H", "H"],
  "xyz": [[0.55042, 2.26684, -0.19747], [-3.18109, -0.26460, -0.42100], [-2.21241, -1.57196, -0.65099], [-2.60744, -2.80060, -0.99592], [-1.71723, -3.93239, -0.73668], [-0.96779, -3.65384, 0.54525], [-0.21741, -2.41146, 0.37821], [1.12087, -2.36137, 0.96488], [2.09375, -3.28284, 0.26941], [2.29027, -3.19378, -1.10725], [3.17940, -4.04822, -1.73895], [3.88279, -4.99448, -1.00377], [3.69337, -5.08524, 0.36550], [2.79705, -4.23335, 0.99949], [-0.72252, -1.43753, -0.36831], [0.15886, -0.19421, -1.03987], [-3.97276, -3.09179, -1.43435], [-3.96349, -4.05938, -2.59022], [-4.63946, -5.26915, -2.52171], [-4.61764, -6.14820, -3.59752], [-3.91159, -5.82269, -4.74409], [-3.23211, -4.61284, -4.81886], [-3.26039, -3.73463, -3.74843], [-1.01763, -4.08592, -1.56303], [-2.32380, -4.83093, -0.63896], [-0.25349, -4.45268, 0.74311], [-1.64935, -3.56786, 1.39699], [1.02142, -2.64779, 2.01480], [1.44872, -1.32614, 0.92026], [1.74993, -2.44596, -1.67570], [3.32775, -3.97485, -2.80843], [4.57587, -5.66035, -1.50054], [4.23591, -5.82255, 0.94216], [2.64303, -4.30987, 2.06991], [-4.42806, -2.14281, -1.71296], [-4.54687, -3.49025, -0.59218], [-5.19078, -5.52549, -1.62428], [-5.15081, -7.08760, -3.53585], [-3.89131, -6.50682, -5.58191], [-2.68632, -4.35347, -5.71651], [-2.73509, -2.78751, -3.80766], [3.82118, 3.63556, -2.05597], [2.71598, 3.42353, -1.33606], [2.15785, 2.31071, -1.35310], [2.14159, 4.51057, -0.47911], [0.65176, 4.20493, -0.30664], [4.18025, 2.89701, -2.63810], [4.24953, 4.54245, -2.09348], [2.38316, 5.50070, -0.88111], [2.65700, 4.42585, 0.48558], [0.10303, 4.53772, -1.19531], [0.23710, 4.73886, 0.55093], [3.63453, 0.40523, 0.34087], [3.76217, 1.49662, 1.28810], [4.99095, 1.52548, 2.06393], [4.65591, 2.52853, 3.14611], [3.20819, 2.37188, 3.28224], [2.55825, 3.46320, 3.99861], [2.70066, 1.86645, 2.09190], [1.46950, 1.73641, 1.73302], [0.39104, 1.91212, 2.70357], [-0.90025, 1.46737, 2.04007], [-1.08920, 2.25619, 0.83035], [-2.22138, 2.80462, 0.53079], [-2.56581, 3.21593, -0.72657], [-2.03460, 2.67351, -1.96056], [-3.97447, 3.58078, -0.75782], [-4.26152, 3.89548, 0.69712], [-3.25049, 3.10918, 1.40246], [-2.96555, 3.53352, 2.77051], [4.27504, 0.57739, -0.52301], [2.61017, 0.34192, -0.00724], [3.92848, -0.54265, 0.80984], [5.84251, 1.82105, 1.45238], [5.19409, 0.53453, 2.49027], [4.89556, 3.54941, 2.82273], [5.16197, 2.33114, 4.08951], [3.28048, 3.87082, 4.70283], [1.70129, 3.12349, 4.57143], [2.24566, 4.26348, 3.31972], [0.26583, 2.95997, 2.99206], [0.58002, 1.32492, 3.60856], [-1.73698, 1.52246, 2.73220], [-0.80370, 0.41861, 1.73740], [-1.11995, 2.11052, -1.79009], [-1.83791, 3.48421, -2.66334], [-2.75585, 1.98241, -2.40589], [-4.56783, 2.72820, -1.11009], [-4.15175, 4.42693, -1.42063], [-5.26865, 3.61528, 1.00164], [-4.11451, 4.96110, 0.90435], [-3.56504, 4.41604, 2.99150], [-1.91318, 3.79760, 2.88384], [-3.22469, 2.76735, 3.50109]],
  "atomic_forces_ev_per_a": [[-0.1, -0.2, 0.0], [-0.1, 0.1, -0.1], [0.2, -0.1, 0.1], [0.0, 0.0, 0.0], [0.0, 0.0, 0.0], [0.0, 0.0, 0.1], [0.1, 0.1, 0.0], [0.1, 0.0, 0.0], [0.0, 0.0, 0.1], [0.0, 0.0, 0.0], [0.0, 0.0, 0.0], [0.0, 0.0, 0.0], [0.0, 0.0, 0.0], [0.0, 0.0, 0.0], [-0.2, -0.1, 0.0], [0.1, 0.0, -0.2], [0.0, 0.0, 0.0], [0.0, 0.0, 0.0], [0.0, 0.0, 0.0], [0.0, 0.0, 0.0], [0.0, 0.0, 0.0], [0.0, 0.0, 0.0], [0.0, 0.0, 0.0], [0.0, 0.0, 0.0], [0.0, 0.0, 0.0], [0.0, 0.0, 0.0], [0.0, 0.0, 0.0], [0.0, 0.0, 0.0], [0.0, 0.1, 0.0], [0.0, 0.0, 0.0], [0.0, 0.0, 0.0], [0.0, 0.0, 0.0], [0.0, 0.0, 0.0], [0.0, 0.0, 0.0], [0.0, 0.0, 0.0], [0.0, 0.0, 0.0], [0.0, 0.0, 0.0], [0.0, 0.0, 0.0], [0.0, 0.0, 0.0], [0.0, 0.0, 0.0], [0.0, 0.0, 0.0], [0.0, 0.0, 0.0], [0.0, 0.0, 0.1], [0.0, 0.1, -0.1], [0.0, 0.0, 0.0], [0.1, 0.0, 0.0], [0.0, 0.0, 0.0], [0.0, 0.0, 0.0], [0.0, 0.0, 0.0], [0.0, 0.0, 0.0], [0.0, 0.0, 0.0], [0.0, 0.0, 0.0], [-0.1, 0.0, 0.1], [-0.1, 0.0, -0.1], [0.0, 0.0, 0.0], [0.0, 0.0, 0.0], [0.0, 0.0, 0.0], [0.0, 0.0, 0.0], [0.1, 0.1, 0.2], [0.1, 0.0, 0.0], [0.0, 0.0, -0.1], [0.0, 0.0, 0.0], [-0.1, 0.0, 0.0], [-0.1, 0.1, 0.0], [0.0, 0.0, 0.0], [0.0, 0.0, 0.0], [0.0, 0.0, 0.0], [0.0, 0.0, 0.0], [0.1, 0.0, 0.1], [-0.1, 0.0, -0.1], [0.0, 0.0, 0.0], [0.0, 0.0, 0.0], [0.0, 0.0, 0.0], [0.0, 0.0, 0.0], [0.0, 0.0, 0.0], [0.0, 0.0, 0.0], [0.0, 0.0, 0.0], [0.0, 0.0, 0.0], [0.0, 0.0, 0.0], [0.0, 0.0, 0.0], [0.0, 0.0, 0.0], [0.0, 0.0, 0.0], [0.0, 0.0, 0.0], [0.0, 0.0, 0.0], [-0.1, 0.1, 0.0], [0.0, 0.0, 0.0], [0.0, 0.0, 0.0], [0.0, 0.0, 0.0], [0.0, 0.0, 0.0], [0.0, 0.0, 0.0], [0.0, 0.0, 0.0], [0.0, 0.0, 0.0], [0.0, 0.0, 0.0], [0.0, 0.0, 0.0]],
  "mulliken_charge": [0.01, -0.38, -0.16, 0.31, -0.78, -0.77, 0.36, -0.41, 0.51, 0.01, -0.85, -0.42, -0.68, -0.25, 0.26, -0.30, -0.99, 0.50, -0.32, -0.63, -0.41, -0.64, -0.25, 0.27, 0.59, 0.53, 0.30, 0.46, -0.64, 0.43, 0.43, 0.40, 0.42, 0.41, 0.43, 0.31, 0.38, 0.38, 0.39, 0.40, 0.45, -0.40, 0.76, -0.53, -0.93, -1.06, 0.25, 0.20, 0.51, 0.07, 0.53, 0.38, -0.96, 0.42, -0.58, -0.75, 0.01, -1.11, -0.52, 0.95, -0.77, -0.56, 1.36, -0.39, 0.27, -0.88, -0.50, -0.75, 0.01, -1.04, 0.24, -0.02, 0.48, 0.36, 0.29, 0.37, 0.39, 0.45, 0.33, 0.31, 0.23, 0.55, 0.65, -0.81, 0.06, 0.25, 0.38, 0.25, 0.37, 0.35, 0.45, 0.43, 0.26, 0.33],
  "spin_multiplicity": 2,
  "orbital_gap_ha": [0.2718, 0.2755],
  "e_above_lowest_kj_mol": 0.0,
  "total_energy_ev": -109752.4024,
  "charge": 1
}



(2)
{
  "formula": "C33H48F12O15Si",
  "method": "the ωB97M-V functional and the def2-TZVPD basis",
  "elements": ["C", "C", "C", "C", "C", "C", "C", "C", "C", "C", "O", "C", "O", "C", "C", "O", "C", "C", "F", "F", "C", "F", "F", "C", "F", "F", "C", "F", "F", "Si", "C", "C", "C", "H", "H", "H", "H", "H", "H", "H", "H", "H", "H", "H", "H", "H", "H", "H", "H", "H", "H", "H", "H", "H", "H", "H", "H", "H", "H", "H", "H", "H", "H", "H", "H", "H", "H", "H", "H", "C", "C", "O", "C", "O", "O", "F", "H", "H", "H", "C", "C", "O", "C", "O", "O", "F", "H", "H", "H", "C", "C", "O", "C", "O", "O", "F", "H", "H", "H", "C", "C", "O", "C", "O", "O", "F", "H", "H", "H"],
  "xyz": [[3.89956, -3.03336, 3.04888], [3.89028, -1.53368, 2.71283], [3.60220, -1.24910, 1.23255], [2.21461, -1.79950, 0.79213], [1.25126, -0.62173, 0.53746], [-0.22776, -1.05951, 0.43921], [-1.14670, 0.06032, 0.98230], [-2.38036, 0.21891, 0.05170], [-3.40621, -0.91513, 0.22826], [-4.50068, -0.60710, 1.25790], [-3.94252, -0.29760, 2.56528], [-4.03408, -1.37970, 3.41843], [-3.16401, -2.15338, 3.48647], [-5.29250, -1.42962, 4.27070], [-6.32174, -2.47066, 3.76458], [-5.60244, -3.62410, 3.39139], [-6.41953, -4.67482, 2.95459], [-6.49543, -4.76220, 1.42424], [-7.43738, -5.65475, 1.10930], [-6.91455, -3.55170, 1.00550], [-5.11264, -5.04919, 0.74277], [-4.23886, -5.39538, 1.68260], [-4.68941, -3.92605, 0.19970], [-5.12376, -6.19520, -0.28364], [-5.32034, -7.32716, 0.40549], [-6.08492, -6.05032, -1.16624], [-3.78077, -6.38786, -1.06446], [-3.97794, -6.03390, -2.34432], [-2.78614, -5.64375, -0.58178], [-5.74704, 0.75027, 0.70310], [-7.51465, 0.06007, 0.57587], [-5.68787, 2.13775, 2.00434], [-5.33738, 1.42956, -1.02736], [4.52831, -3.18747, 3.92960], [2.90695, -3.42947, 3.27494], [4.31454, -3.63811, 2.23864], [4.86720, -1.12765, 2.99152], [3.13786, -1.00537, 3.31017], [4.41844, -1.66764, 0.64146], [3.57348, -0.16681, 1.06869], [1.80995, -2.47509, 1.54718], [2.34660, -2.35741, -0.14060], [1.56899, -0.09842, -0.36953], [1.38726, 0.06205, 1.38276], [-0.34194, -1.96806, 1.03729], [-0.47032, -1.31217, -0.59518], [-0.63593, 1.02291, 0.96694], [-1.54849, -0.17325, 1.96855], [-2.05360, 0.20912, -0.99056], [-2.78821, 1.21918, 0.23630], [-3.82639, -1.28034, -0.71072], [-2.85132, -1.76898, 0.64284], [-5.09003, -1.53556, 1.34473], [-4.97888, -1.78444, 5.25551], [-5.74418, -0.44488, 4.37957], [-6.85479, -2.00588, 2.92798], [-7.04580, -2.66977, 4.56285], [-6.12342, -5.63857, 3.37341], [-7.45404, -4.51466, 3.28681], [-3.46135, -7.43081, -1.07805], [-8.21408, 0.87807, 0.76534], [-7.65154, -0.39116, -0.40728], [-7.66827, -0.67891, 1.36735], [-5.66804, 1.69021, 2.99851], [-4.79860, 2.75024, 1.84816], [-6.59840, 2.73540, 1.90629], [-5.22712, 0.60593, -1.73728], [-6.22343, 1.99433, -1.33804], [-4.44204, 2.04774, -1.02227], [8.85740, -0.96646, -1.01865], [7.95861, -0.05661, -0.22517], [6.88890, -0.91065, 0.13563], [7.41168, -2.17462, 0.21186], [6.87345, -3.08992, 0.73926], [8.62646, -2.23484, -0.38813], [7.47544, 0.95622, -0.98953], [8.57104, -1.02348, -2.06189], [9.90188, -0.68609, -0.95413], [8.41302, 0.35727, 0.67756], [1.20946, 5.10996, -1.21714], [1.56033, 4.19590, -0.07433], [0.44812, 3.31683, -0.02622], [-0.04315, 3.24252, -1.29914], [-0.79644, 2.40997, -1.68041], [0.45186, 4.24619, -2.07105], [1.63977, 4.87063, 1.09943], [0.58283, 5.94468, -0.89791], [2.07791, 5.49717, -1.72277], [2.47426, 3.61715, -0.22086], [-0.93957, 7.78222, -4.74232], [-0.51575, 6.73618, -5.74066], [0.85437, 6.55005, -5.42933], [0.99218, 6.82819, -4.10362], [1.93251, 6.52502, -3.44534], [-0.09381, 7.48797, -3.62711], [-0.62160, 7.18991, -7.01214], [-0.73738, 8.79456, -5.09550], [-1.98917, 7.70530, -4.46887], [-1.04154, 5.78411, -5.65021], [11.47068, 3.00788, -3.26870], [11.85953, 2.15338, -2.09151], [10.74131, 1.29306, -1.95300], [10.19674, 1.15409, -3.20109], [9.41854, 0.31593, -3.51412], [10.67332, 2.10668, -4.04110], [11.99181, 2.88797, -0.96237], [10.86603, 3.86636, -2.97251], [12.32841, 3.35797, -3.83799], [12.76090, 1.55665, -2.24258]],
  "atomic_forces_ev_per_a": [[0.0, 0.1, 0.2], [-0.1, -0.1, -0.3], [-0.4, -0.3, 0.3], [0.6, 0.7, -0.6], [0.0, -1.0, 0.4], [0.7, 0.6, 0.8], [-1.0, -0.5, -1.5], [0.1, 0.0, 0.1], [0.7, 0.0, 1.1], [-0.6, -0.3, -0.9], [-0.5, 0.0, 0.0], [-1.4, 1.8, -0.4], [1.8, -1.8, 0.4], [0.0, -0.8, 0.5], [0.5, 1.3, -0.1], [-0.2, -0.4, -0.1], [-0.6, -0.2, 0.1], [0.5, 0.6, 1.3], [-0.3, -0.6, -0.4], [-0.3, 0.4, -0.6], [-0.9, -0.4, 0.1], [0.6, -0.4, 0.8], [0.4, 0.9, -0.9], [1.5, 0.1, 0.1], [-0.3, -0.8, 0.5], [-1.2, 0.3, -0.7], [-0.1, -0.4, -0.4], [-0.1, 0.3, -0.5], [0.4, 0.4, 0.4], [0.2, 0.5, 0.0], [0.8, 0.2, 0.6], [-0.3, -0.6, -0.6], [-0.5, -0.4, 0.6], [-0.1, -0.2, 0.0], [0.0, 0.1, 0.0], [0.1, 0.2, 0.0], [-0.1, 0.1, -0.1], [0.1, -0.1, 0.1], [-0.1, 0.0, -0.1], [0.3, 0.0, 0.0], [-0.1, 0.0, -0.1], [-0.2, -0.2, 0.1], [-0.1, 0.1, 0.1], [-0.2, 0.1, -0.1], [-0.1, 0.0, -0.1], [-0.1, 0.0, 0.0], [0.2, -0.1, 0.3], [0.4, 0.1, 0.1], [0.1, 0.2, 0.1], [-0.3, -0.2, -0.1], [-0.3, 0.3, 0.0], [-0.1, -0.1, -0.2], [0.0, 0.1, 0.1], [0.1, 0.2, 0.0], [-0.1, -0.1, -0.1], [-0.1, -0.4, -0.1], [0.1, -0.2, 0.0], [0.4, 0.1, 0.0], [0.0, 0.0, -0.2], [-0.2, -0.1, 0.3], [-0.1, -0.1, -0.3], [-0.3, 0.0, 0.1], [-0.1, -0.1, -0.2], [0.1, 0.1, 0.0], [-0.1, 0.0, 0.2], [0.2, 0.2, 0.1], [0.1, 0.1, 0.0], [0.2, 0.2, -0.1], [-0.1, 0.1, -0.2], [0.3, -0.4, 0.1], [-0.3, 0.1, -0.3], [0.5, -0.2, 0.2], [-0.1, -0.4, 0.0], [0.0, 0.1, -0.1], [-0.3, 0.3, 0.2], [0.0, 0.1, 0.1], [-0.2, 0.1, 0.0], [0.1, -0.2, 0.1], [-0.1, 0.1, 0.0], [0.2, 0.1, 0.1], [-0.4, 0.1, 0.3], [0.2, -0.1, -0.5], [-0.3, -0.1, -0.1], [0.0, 0.2, 0.0], [0.0, -0.2, 0.3], [0.0, -0.1, 0.0], [0.0, -0.1, 0.2], [0.0, -0.1, -0.1], [0.0, 0.0, 0.1], [-0.4, 0.2, 0.2], [0.1, 0.2, -0.4], [-0.3, -0.1, 0.4], [0.3, 0.0, 0.1], [0.0, 0.4, -0.5], [0.2, -0.2, -0.2], [0.0, -0.1, 0.0], [0.1, -0.1, -0.2], [0.1, -0.1, 0.2], [0.0, 0.0, -0.1], [0.2, 0.3, -0.4], [-0.2, 0.2, 0.4], [0.2, -0.1, -0.5], [-0.4, 0.0, -0.4], [0.3, 0.3, 0.0], [0.1, -0.2, 0.4], [0.0, -0.1, 0.0], [0.0, -0.1, 0.2], [-0.1, -0.2, -0.2], [0.0, 0.0, 0.1]],
  "mulliken_charge": [-1.17, -0.59, -0.26, -0.58, -0.85, -0.55, -0.70, -0.70, -0.79, 1.64, -0.29, 0.67, -0.47, -0.95, -0.40, -0.20, -1.14, 0.81, -0.35, -0.22, 0.60, -0.34, -0.29, 0.83, -0.32, -0.29, 0.09, -0.26, -0.23, 0.27, -1.08, -1.09, -1.13, 0.36, 0.36, 0.26, 0.37, 0.28, 0.03, 0.35, 0.35, 0.25, 0.17, 0.48, 0.37, 0.49, 0.35, 0.15, 0.37, 0.25, 0.60, 0.20, -0.98, 0.51, 0.27, 0.08, 0.52, 0.34, 0.51, 0.26, 0.38, 0.28, 0.20, 0.28, 0.30, 0.40, 0.34, 0.41, 0.29, -0.33, 0.36, -0.25, 0.54, -0.47, -0.36, -0.29, 0.31, 0.23, 0.28, -0.62, 0.32, -0.27, 0.56, -0.50, -0.28, -0.30, 0.26, 0.47, 0.33, -0.42, 0.30, -0.30, 0.70, -0.54, -0.32, -0.29, 0.30, 0.28, 0.28, -0.45, 0.28, -0.25, 0.62, -0.47, -0.34, -0.28, 0.28, 0.28, 0.29],
  "smiles": "CCCCCCCCC[C@@H](OC(=O)CCOCC(F)(F)C(F)(F)C(F)(F)C(F)F)[Si](C)(C)C.O=C1OC[C@@H](F)O1.O=C1OC[C@@H](F)O1.O=C1OC[C@@H](F)O1.O=C1OC[C@@H](F)O1",
  "orbital_gap_ha": 0.3483,
  "total_energy_ev": -106199.8003
}